# 1
C51H50F6IN3O4Pb | ωB97M-V with the def2-TZVPD basis set

Atoms and positions in Å:
Pb -0.084 -0.338 0.158
I -1.045 -9.461 -0.534
F -1.883 -0.772 -9.208
F 0.189 0.558 9.714
F -1.954 -0.283 9.789
F -0.175 -1.618 9.513
F -0.060 0.464 -9.420
F 0.071 -1.681 -8.725
O -0.905 -2.507 -0.219
O -3.028 -0.748 0.010
O 1.240 -2.650 0.425
O -3.543 -2.524 -1.297
N 2.836 0.722 -0.417
N -5.627 -1.140 1.197
N 1.073 3.155 0.028
C 3.363 0.475 -3.277
C 4.399 0.352 2.191
C -0.588 -7.477 -0.272
C -0.801 -0.071 -7.260
C -6.549 -0.018 1.467
C 2.398 3.113 -0.429
C 4.197 -2.589 -1.036
C -1.084 -1.352 6.887
C -0.401 1.021 5.676
C -0.664 -0.542 -8.676
C -1.729 -0.548 -5.073
C -0.949 0.456 -4.488
C 0.143 -3.175 0.112
C 3.546 -0.965 -2.868
C 3.087 0.862 2.776
C 0.538 -7.059 0.437
C -5.851 -0.073 -0.937
C 5.393 1.499 2.040
C -3.926 -1.630 -0.579
C 0.771 -5.636 0.533
C 3.703 -0.346 -0.299
C 3.820 -1.276 -1.367
C -0.108 -4.680 0.023
C -0.679 0.617 -1.834
C -0.703 -0.240 7.693
C -1.631 -0.850 -6.416
C -0.106 0.993 -6.685
C -1.177 -1.302 5.517
C -6.528 0.793 0.144
C 4.658 -2.939 0.239
C -1.283 -5.128 -0.658
C 4.733 -1.941 1.217
C 4.305 -0.637 0.990
C -1.620 3.891 0.320
C -0.398 5.686 1.586
C -0.411 0.950 7.047
C 2.843 4.402 -0.852
C -5.382 -1.348 -0.226
C -0.684 -0.398 9.175
C -0.824 0.558 -3.083
C 2.331 -1.817 -3.310
C 0.695 4.424 -0.195
C -1.011 6.159 -0.749
C -0.162 1.300 -5.310
C 3.233 1.974 -0.517
C -0.770 -0.098 4.934
C -1.500 -6.514 -0.809
C -0.623 5.037 0.214
C -0.803 0.042 3.527
C -0.692 0.163 2.282
C 1.788 5.246 -0.704
H 1.247 -7.725 0.936
H -7.519 -0.527 1.641
H -7.558 1.070 -0.124
H -2.056 6.501 -0.590
H -1.205 3.155 1.014
H 4.446 -1.337 -3.419
H 4.129 -3.333 -1.824
H 5.230 -2.181 2.175
H -3.462 -0.293 0.796
H 4.826 -0.395 2.920
H 4.270 2.267 -0.833
H -1.231 -2.304 7.381
H 5.512 2.202 2.924
H 4.152 1.136 -2.858
H -2.361 -6.835 -1.342
H 0.515 6.307 1.579
H 1.913 -1.343 -4.176
H -0.315 1.897 7.592
H -6.559 -0.210 -1.787
H 0.369 2.139 -4.883
H -0.335 7.027 -0.671
H -1.247 6.394 1.854
H -5.971 -2.293 -0.523
H 1.609 -5.274 1.113
H 1.580 -1.880 -2.492
H -0.305 4.988 2.434
H 2.564 1.613 2.142
H -1.747 3.417 -0.704
H 0.559 1.588 -7.312
H -0.361 1.983 5.185
H -2.235 -1.597 -6.861
H 2.724 -2.806 -3.545
H 1.707 6.333 -0.930
H 4.911 -3.980 0.492
H -5.955 1.738 0.216
H -6.227 0.544 2.336
H -2.015 -4.380 -0.997
H -5.556 -1.997 1.754
H 3.425 0.556 -4.352
H 3.268 1.325 3.787
H 3.835 4.674 -1.245
H 2.394 0.962 -2.951
H -2.431 -1.184 -4.530
H -4.992 0.454 -1.334
H 6.435 1.112 1.938
H 5.279 2.092 1.120
H -0.964 5.814 -1.780
H -1.464 -2.174 4.882
H -2.627 4.184 0.729
H 2.386 0.029 2.992

Output
* E_HOMO (spin up / spin down): -0.2836 / -0.3030 Eh
* molecular weight: 1217.070 Da
* E: -96005.22259 eV
* gap between HOMO and LUMO (spin up / spin down): 5.195 / 6.247 eV

=====

# 2
C51H50N3O2P2RbSe3SiTe2 | ωB97M-V with the def2-TZVPD basis set

Atoms and positions in Å:
Te 14.937 18.310 9.338
Te 13.174 20.287 8.166
Rb 17.033 14.272 10.738
Se 14.534 15.131 7.797
Se 16.090 16.752 7.618
Se 16.735 19.574 10.335
P 19.204 13.080 14.434
P 20.042 15.187 12.118
Si 20.130 11.607 11.484
O 18.651 12.077 11.265
O 16.341 19.932 15.827
N 12.979 17.743 14.102
N 20.221 14.027 13.821
N 15.026 18.992 13.374
C 10.199 18.166 11.353
C 9.383 17.459 12.431
C 19.587 11.215 14.369
C 17.850 13.032 17.111
C 10.411 17.542 10.151
C 10.528 19.500 11.531
C 24.046 14.184 11.447
C 15.096 20.347 13.812
C 20.014 17.827 8.594
C 20.556 16.686 13.129
C 24.083 12.828 11.260
C 20.360 9.339 13.186
C 13.926 18.315 13.771
C 15.353 14.503 13.852
C 20.047 10.693 13.137
C 19.808 18.918 13.779
C 20.159 16.116 10.378
C 19.539 15.548 8.052
C 19.663 17.745 13.065
C 22.850 14.860 11.629
C 21.667 14.174 11.731
C 20.204 13.581 16.881
C 19.792 9.077 15.444
C 15.219 20.565 15.308
C 21.675 12.798 11.568
C 18.077 13.221 18.481
C 19.548 16.891 7.679
C 16.457 18.608 15.434
C 20.405 13.704 18.257
C 15.299 12.355 12.817
C 22.869 12.137 11.256
C 19.552 10.444 15.547
C 18.987 13.282 16.260
C 21.690 16.844 14.000
C 19.872 15.213 9.393
C 20.964 19.069 14.574
C 20.800 10.184 10.369
C 11.148 18.115 9.107
C 20.228 17.447 9.895
C 21.825 17.978 14.727
C 16.681 14.325 14.132
C 11.372 17.310 7.858
C 17.361 13.169 13.854
C 11.683 19.337 9.418
C 20.242 8.509 14.290
C 19.309 13.485 19.031
C 11.314 20.120 10.542
C 16.577 12.158 13.221
C 11.841 21.522 10.769
C 16.267 18.287 13.903
C 14.657 13.578 13.124
H 22.823 15.944 11.842
H 20.056 9.349 10.260
H 10.153 16.519 9.972
H 20.860 10.422 9.333
H 19.335 14.741 7.334
H 12.376 16.887 7.860
H 10.046 17.176 13.328
H 20.004 18.889 8.305
H 25.079 12.346 11.240
H 15.674 17.948 16.012
H 17.088 11.214 12.958
H 22.932 11.055 11.049
H 21.784 9.815 10.636
H 16.902 12.916 16.629
H 21.128 20.080 15.022
H 14.921 15.400 14.213
H 17.210 13.084 19.208
H 12.879 21.579 10.985
H 16.238 17.203 13.713
H 19.738 8.412 16.258
H 11.453 21.883 11.768
H 21.023 13.769 16.202
H 14.244 20.913 13.447
H 15.281 21.623 15.558
H 19.163 17.226 6.736
H 14.323 20.175 15.820
H 20.514 18.238 10.529
H 19.315 13.565 20.094
H 19.230 10.877 16.452
H 17.351 18.096 15.759
H 20.466 7.462 14.038
H 17.065 18.773 13.349
H 14.742 11.593 12.284
H 18.747 17.634 12.502
H 24.936 14.784 11.546
H 11.637 22.218 9.969
H 8.785 16.591 12.198
H 8.666 18.178 12.847
H 16.031 20.669 13.352
H 19.088 19.638 13.639
H 10.697 16.482 7.844
H 17.253 15.196 14.574
H 11.236 17.960 6.942
H 22.455 16.104 14.037
H 20.763 8.899 12.346
H 13.592 13.696 12.929
H 19.893 14.181 9.578
H 22.669 18.111 15.440
H 10.397 20.088 12.465
H 21.267 14.207 18.695

Output
* E_HOMO: -0.0658 Eh
* molecular weight: 1404.562 Da
* total charge: -2
* E: -299999.89170 eV
* gap between HOMO and LUMO: 4.512 eV

=====

# 3
C51H54As2InN4O9PS5 | ωB97M-V with the def2-TZVPD basis set

Atoms and positions in Å:
In 0.324 -0.254 -0.637
As -1.364 1.504 0.600
As -0.245 3.630 -1.984
S 5.619 0.226 -3.278
S 3.960 -1.502 -1.470
S 3.379 1.705 -4.326
S 1.264 0.293 -2.950
S 6.076 2.111 -5.528
P 1.450 3.125 1.240
O -2.822 -2.252 1.751
O 1.670 -1.034 1.084
O 0.570 4.321 1.915
O 2.542 2.869 2.457
O 7.018 -1.361 5.326
O 7.936 0.332 4.360
O 2.411 4.097 0.366
O -1.157 -1.282 0.670
O 2.426 0.792 0.137
N 7.038 -0.477 4.488
N 0.177 -2.370 -1.527
N -1.526 -0.429 -2.287
N -3.697 -4.621 0.308
C 4.836 0.626 1.691
C -4.650 -3.605 0.184
C -2.319 -4.676 0.284
C -6.938 -2.910 0.550
C 5.921 0.536 2.543
C 2.117 2.292 3.681
C 4.030 -0.229 -2.666
C 5.087 1.391 -4.448
C 3.734 -0.196 1.883
C -1.041 -4.089 -2.715
C -2.571 6.100 0.557
C -1.371 4.293 -0.521
C -2.892 5.263 1.616
C 2.979 0.471 -3.138
C -5.905 -3.821 0.777
C -1.848 -2.319 1.005
C 0.499 -5.355 0.013
C 0.055 -3.929 0.434
C 5.899 -0.389 3.576
C 1.142 5.488 2.492
C -3.614 -0.946 -4.011
C -2.309 0.552 -2.698
C -0.136 -5.037 -2.407
C -2.153 -4.338 -3.611
C 4.812 -1.228 3.773
C 0.889 5.215 -2.284
C -2.487 3.941 1.586
C -1.811 5.614 -0.491
C 0.929 -4.814 -1.387
C 4.972 -2.786 -2.279
C -1.720 -1.665 -2.744
C -0.573 -6.392 -0.021
C -4.429 -2.475 -0.594
C -6.710 -1.809 -0.268
C -1.425 -3.666 0.475
C -6.091 -5.014 1.678
C -1.098 1.203 2.497
C 3.493 3.700 -0.473
C -3.244 0.965 0.470
C -3.373 0.339 -3.565
C -5.460 -1.584 -0.816
C 0.862 -3.378 -0.810
C -2.965 -3.359 -4.034
C -0.830 -2.711 -2.245
C -1.742 3.441 0.521
C -2.771 -1.985 -3.617
C 3.727 -1.119 2.925
C -8.288 -3.078 1.197
C -1.522 4.095 -3.437
C 2.536 -0.129 0.978
C -1.852 -6.056 0.080
H 6.789 1.169 2.433
H -1.676 5.173 -3.489
H 1.826 -2.999 -0.486
H 1.598 4.984 -3.080
H -0.269 -7.420 -0.174
H 4.832 1.334 0.876
H -7.511 -1.107 -0.461
H -2.034 0.869 2.941
H -2.064 1.539 -2.325
H -3.820 1.634 1.110
H -6.993 -4.927 2.276
H -4.006 1.163 -3.862
H -1.551 6.282 -1.305
H 4.414 3.677 0.112
H 5.979 -2.411 -2.436
H -4.118 -5.523 0.455
H -3.457 5.642 2.458
H 3.594 4.449 -1.257
H -2.742 3.291 2.415
H -8.200 -3.038 2.285
H -5.285 -0.707 -1.426
H -1.119 3.757 -4.393
H 1.595 6.120 1.727
H 1.358 -5.707 0.586
H 0.501 -3.550 1.355
H 4.990 -3.625 -1.586
H 4.522 -3.086 -3.222
H -0.374 0.396 2.597
H -4.455 -1.152 -4.661
H 0.325 6.032 2.964
H -5.243 -5.099 2.358
H 2.979 2.291 4.347
H 1.899 -5.162 -1.753
H -3.796 -3.572 -4.693
H 1.901 5.235 3.234
H 0.308 6.088 -2.580
H -0.731 2.105 2.981
H -6.172 -5.944 1.104
H 2.853 -1.741 3.056
H -3.450 -2.302 -1.011
H -2.618 -6.823 0.030
H -0.168 -5.999 -2.905
H 4.832 -1.946 4.579
H -2.487 3.616 -3.276
H 1.431 5.435 -1.368
H -8.956 -2.278 0.887
H 3.315 2.725 -0.920
H -2.324 -5.363 -3.915
H -3.628 1.028 -0.546
H 1.770 1.265 3.542
H -3.341 -0.056 0.839
H 1.314 2.880 4.136
H -2.913 7.127 0.553
H -8.747 -4.032 0.933

Output
* E_HOMO: -0.2690 Eh
* molecular weight: 1322.983 Da
* E: -268467.09760 eV
* gap between HOMO and LUMO: 5.982 eV

=====

# 4
C51H56BrF3IN6S2SbSi2Tl | ωB97M-V with the def2-TZVPD basis set

Atoms and positions in Å:
Tl 0.640 -0.985 -0.289
I 4.014 0.031 -1.931
Sb -2.177 0.634 0.960
Br 3.562 -2.259 -4.503
S -1.531 -1.992 -1.760
S -1.530 1.821 -2.144
Si -0.126 -4.201 1.093
Si 3.133 -3.491 0.749
F -3.223 6.812 1.279
F -7.918 -0.727 -1.137
F -3.430 -0.676 6.985
N -0.573 4.069 -3.019
N -2.709 4.177 -2.049
N 3.294 2.888 0.854
N 0.559 -1.003 2.367
N 0.369 -0.646 -2.973
N 2.017 1.118 0.638
C 1.563 -2.681 3.709
C 6.098 -3.325 -3.780
C 5.416 -1.439 -2.469
C 0.604 -0.745 4.727
C 2.335 2.283 0.118
C -0.156 -5.027 -0.616
C 4.380 -2.132 1.241
C -2.743 0.248 3.041
C -5.626 -0.427 -1.567
C -2.726 0.881 5.368
C 0.018 -5.508 2.476
C 1.253 -1.966 4.847
C -4.359 -0.135 -1.096
C 7.538 -2.471 -2.060
C -3.966 6.229 -2.005
C 2.791 0.974 1.754
C -1.642 3.452 -2.389
C -2.477 1.173 4.038
C -5.243 0.154 1.115
C -2.727 5.463 -2.288
C 7.275 -3.397 -3.056
C -0.527 5.404 -3.225
C 3.130 -3.795 -1.130
C 0.944 -0.105 -4.036
C 0.706 5.974 -3.836
C -1.727 5.000 1.396
C -2.565 2.765 1.086
C -3.312 -0.969 3.390
C -0.761 -1.345 -3.138
C 6.609 -1.488 -1.768
C -6.517 -0.137 0.662
C -4.081 4.633 0.997
C 1.176 -2.185 2.456
C -1.312 -1.560 -4.413
C -4.161 0.149 0.245
C -6.686 -0.429 -0.680
C 1.749 2.878 -1.100
C 0.309 -0.297 3.455
C 3.670 -5.133 1.566
C -3.013 5.478 1.226
C 5.161 -2.346 -3.487
C 0.478 -0.275 -5.322
C 1.363 -2.969 1.247
C -1.512 3.635 1.319
C -1.608 6.143 -2.841
C -0.675 -1.032 -5.507
C -3.241 -0.361 5.688
C -3.563 -1.287 4.713
C -3.844 3.273 0.933
C -1.694 -3.198 1.466
C 3.592 2.063 1.902
H -0.782 -6.232 2.365
H 1.307 3.845 -0.870
H -2.573 -3.832 1.496
H -4.725 5.578 -1.587
H 0.984 2.205 -1.476
H 2.077 -3.623 3.767
H -0.129 0.678 3.295
H 3.614 -5.113 2.649
H -7.367 -0.143 1.328
H 4.492 -2.074 2.320
H -5.805 -0.654 -2.607
H 1.530 -2.348 5.817
H -4.335 6.672 -2.930
H -1.182 -5.265 -0.879
H 8.464 -2.501 -1.508
H 0.954 -6.053 2.453
H -3.995 -2.236 4.992
H -4.672 2.602 0.769
H 2.563 -3.039 -1.670
H 5.904 -4.019 -4.581
H 2.522 3.015 -1.854
H 4.067 -1.153 0.894
H 2.695 -4.761 -1.364
H -3.753 7.048 -1.321
H 0.993 0.170 -6.154
H 0.529 6.995 -4.160
H -1.066 -1.202 -6.497
H 4.324 2.302 2.644
H 0.344 -0.156 5.588
H 3.061 -5.960 1.218
H 1.024 5.379 -4.691
H -0.508 3.247 1.450
H -1.876 -2.435 0.715
H 2.725 0.112 2.378
H 7.988 -4.174 -3.280
H 4.146 -3.811 -1.515
H 5.365 -2.334 0.825
H -1.614 -2.702 2.428
H -3.588 -1.679 2.624
H -0.083 -5.063 3.460
H 0.232 -4.386 -1.401
H -3.523 -0.134 -1.779
H 3.718 3.785 0.671
H -0.920 5.689 1.594
H -2.073 2.143 3.781
H -2.519 1.595 6.150
H 1.820 0.500 -3.843
H -5.075 5.037 0.880
H 4.701 -5.355 1.303
H -2.215 -2.141 -4.500
H 0.176 3.462 -3.333
H 1.511 5.983 -3.098
H 6.805 -0.756 -1.000
H -1.636 7.209 -2.986
H -5.093 0.384 2.160
H 0.404 -5.957 -0.622

Output
* E_HOMO (spin up / spin down): -0.3614 / -0.3614 Eh
* molecular weight: 1463.302 Da
* total charge: +1
* E: -197685.52867 eV
* gap between HOMO and LUMO (spin up / spin down): 5.607 / 5.618 eV

=====

The highest molecular weight belongs to which entry? C51H56BrF3IN6S2SbSi2Tl